a) A cluster of 2 separate species, C3H6BrI in total, computed with ωB97M-V/def2-TZVPD.

Calculated values
Structure (SMILES): C=C(C)Br.I
Gap between HOMO and LUMO, eV: 10.05
E_LUMO, hartree: 0.0238
2S+1: 1

The geometry in XYZ format:
```
11
Properties=species:S:1:pos:R:3:nbo_charge:R:1
C 0.10173 0.85066 -0.81281 -0.431
C 0.05764 0.61464 0.52033 0.010
C -1.07155 0.69507 1.42950 -0.684
Br 1.63814 -0.25802 1.35644 -0.028
H -0.73339 1.22423 -1.32803 0.203
H 0.98061 0.76638 -1.58413 0.229
H -1.28694 -0.29628 1.75430 0.237
H -1.85649 1.27617 1.02222 0.230
H -0.80624 1.12063 2.36298 0.233
I 1.92655 -2.49021 -1.99475 -0.084
H 1.04994 -3.50326 -2.72604 0.084
```

b) A structure of composition C3H6BrI, computed with ωB97M-V/def2-TZVPD.

Calculated values
Gap between HOMO and LUMO, eV: 9.22
E_LUMO, hartree: -0.0117
2S+1: 1

The geometry in XYZ format:
```
11
Properties=species:S:1:pos:R:3:nbo_charge:R:1
C -1.01186 -0.55732 -0.42942 -0.713
C 0.40564 0.92426 0.74365 -0.713
C 0.44020 -0.16648 -0.24578 -0.055
Br 1.25419 0.40288 -1.93712 0.040
I 1.65828 -1.95245 0.61376 0.046
H -1.37058 -1.08666 0.55456 0.243
H -1.57957 0.42536 -0.66973 0.227
H -1.14671 -1.30750 -1.38051 0.238
H 1.41924 1.34556 0.71528 0.229
H 0.19491 0.37927 1.69129 0.239
H -0.26372 1.59306 0.34402 0.220
```

Most stable: b) (next structure +8.5 kcal/mol)

a) A cluster of 2 separate species, C2H3F2OP in total, computed with ωB97M-V/def2-TZVPD.

Calculated values
Gap between HOMO and LUMO (spin up / spin down), eV: 8.46 / 8.06
E_LUMO (spin up / spin down), hartree: 0.0098 / -0.0024
2S+1: 1

The geometry in XYZ format:
```
9
Properties=species:S:1:pos:R:3:nbo_charge:R:1
C -1.13346 0.62112 -1.24988 0.384
C 0.88680 0.34690 0.36971 0.345
O -2.01563 0.17376 -0.63102 -0.464
F 1.37816 1.57655 0.68089 -0.354
F 1.86741 -0.17992 -0.42396 -0.370
P 0.45336 -0.84219 1.60241 0.263
H -0.90063 0.83544 -2.31724 0.158
H -1.02323 -0.77383 1.50105 0.021
H 0.48723 -1.75782 0.46803 0.016
```

b) The molecule C2H3F2OP, computed with ωB97M-V/def2-TZVPD.

Calculated values
Structure (SMILES): O=CC(F)(F)P
Gap between HOMO and LUMO, eV: 10.46
E_LUMO, hartree: 0.0033
2S+1: 1

The geometry in XYZ format:
```
9
Properties=species:S:1:pos:R:3:nbo_charge:R:1
O 0.74875 0.05496 -2.12566 -0.457
C -0.17690 0.06974 -1.37330 0.364
C -0.12746 -0.51448 0.02456 0.387
F 0.30079 -1.80069 0.03377 -0.329
F -1.37165 -0.53127 0.57931 -0.342
P 1.06680 0.50729 1.10811 0.271
H -1.14058 0.56361 -1.59498 0.129
H 0.22688 1.62307 1.07159 -0.020
H 0.47339 0.02777 2.27660 -0.004
```

c) The molecule C2H3F2OP, computed with ωB97M-V/def2-TZVPD.

Calculated values
Gap between HOMO and LUMO, eV: 8.44
E_LUMO, hartree: -0.0264
2S+1: 1

The geometry in XYZ format:
```
9
Properties=species:S:1:pos:R:3:nbo_charge:R:1
C -0.01055 -0.19715 0.08572 -0.986
C 0.57152 -1.31677 -2.25938 0.303
O 1.71759 -2.36105 0.00101 -1.016
F -0.37547 -0.56044 -2.72299 -0.297
F 1.13878 -2.02896 -3.26227 -0.301
P 0.56393 -1.71970 -0.66469 1.527
H -0.27823 -0.44182 1.12497 0.259
H -0.82629 0.04135 -0.56504 0.248
H 0.68699 0.63700 -0.05924 0.264
```

Most stable: b) (next structure +11.9 kcal/mol)

a) A cluster of 4 separate species, C2H12N2O3 in total, computed with ωB97M-V/def2-TZVPD.

Calculated values
Structure (SMILES): [H]/N=C/NC.O.O.O
Gap between HOMO and LUMO, eV: 9.41
E_LUMO, hartree: 0.0169
2S+1: 1

The geometry in XYZ format:
```
19
Properties=species:S:1:pos:R:3:nbo_charge:R:1
H 1.16542 -1.20407 -1.60350 0.351
N 0.98159 -1.12999 -0.60771 -0.745
C 2.04533 -0.75065 -0.02986 0.294
N 2.10492 -0.23397 1.23192 -0.617
C 1.02839 0.48790 1.83780 -0.418
H 3.05848 -0.92173 -0.42721 0.136
H 3.00702 -0.34100 1.65468 0.392
H 0.96616 0.27408 2.91117 0.206
H 1.15510 1.56231 1.71211 0.180
H 0.05226 0.22724 1.46749 0.222
O -1.74287 1.63644 -0.74260 -0.951
H -0.94631 1.99531 -0.33975 0.478
H -2.41096 2.33549 -0.79420 0.473
O -2.55982 -1.90823 1.36116 -0.943
H -2.08633 -2.22034 0.58117 0.475
H -2.24032 -1.00105 1.47752 0.468
O -0.85959 0.37010 -3.46829 -0.940
H -1.44845 1.12021 -3.31482 0.470
H -1.26999 -0.29806 -2.90708 0.471
```

b) A cluster of 4 separate species, C2H12N2O3 in total, computed with ωB97M-V/def2-TZVPD.

Calculated values
Structure (SMILES): C/N=C\N.O.O.O
Gap between HOMO and LUMO, eV: 9.05
E_LUMO, hartree: 0.0141
2S+1: 1

The geometry in XYZ format:
```
19
Properties=species:S:1:pos:R:3:nbo_charge:R:1
C -0.38909 1.09438 1.20781 -0.441
N 1.05446 1.35699 1.09539 -0.497
C 1.82256 0.53770 0.51213 0.271
N 1.75125 -0.83205 0.30289 -0.863
H -0.80141 1.90454 1.80759 0.209
H -0.85361 1.22251 0.23131 0.194
H -0.55376 0.06357 1.56058 0.164
H 2.77548 0.93051 0.13798 0.152
H 0.89161 -1.31945 0.45617 0.413
H 2.63774 -1.28484 0.34839 0.394
O -3.33249 -0.28776 1.06260 -0.947
H -4.12340 -0.52446 0.56158 0.478
H -3.44323 -0.77430 1.88808 0.477
O 1.19369 0.09257 -2.95415 -0.951
H 1.24249 -0.12806 -2.01782 0.480
H 1.67447 0.92773 -3.02993 0.468
O -0.99839 -1.33347 -0.78396 -0.967
H -1.61387 -1.04158 -0.09103 0.488
H -1.14332 -0.67935 -1.47847 0.479
```

Most stable: b) (next structure +1.5 kcal/mol)

a) A cluster of 4 separate species, C2H12N2O3 in total, computed with ωB97M-V/def2-TZVPD.

Calculated values
Structure (SMILES): C/N=C\N.O.O.O
Gap between HOMO and LUMO, eV: 9.85
E_LUMO, hartree: 0.0142
2S+1: 1

The geometry in XYZ format:
```
19
Properties=species:S:1:pos:R:3:nbo_charge:R:1
C 1.37944 1.07967 -0.91518 -0.485
N 1.21325 -0.32192 -1.76574 -0.520
C 1.36968 -1.31492 -1.01208 0.284
N 1.27506 -1.32532 0.35806 -0.849
H 1.86693 1.73349 -1.66092 0.218
H 0.42169 1.48801 -0.62595 0.202
H 2.16313 1.00735 -0.09380 0.203
H 1.54453 -2.24112 -1.49010 0.174
H 0.68599 -0.48923 0.80669 0.419
H 1.33549 -2.17891 0.93828 0.404
O -2.30776 4.09582 1.49088 -0.942
H -3.23156 4.03402 1.34566 0.470
H -1.84899 3.63941 0.77183 0.472
O -1.29039 -0.69628 -2.58013 -0.987
H -0.36400 -0.70970 -2.10915 0.478
H -1.15976 -1.18292 -3.37490 0.457
O -0.69202 -1.86627 3.48646 -0.938
H -0.29758 -2.62937 3.24819 0.459
H -0.70735 -1.79498 4.48372 0.480
```

b) A cluster of 4 separate species, C2H12N2O3 in total, computed with ωB97M-V/def2-TZVPD.

Calculated values
Structure (SMILES): [H]/N=C/NC.O.O.O
Gap between HOMO and LUMO, eV: 10.01
E_LUMO, hartree: 0.0314
2S+1: 1

The geometry in XYZ format:
```
19
Properties=species:S:1:pos:R:3:nbo_charge:R:1
H -0.72691 1.13589 2.29154 0.343
N -0.66414 0.48704 1.52523 -0.769
C -1.49179 -0.46488 1.71048 0.303
N -1.43057 -1.65106 1.02765 -0.617
C -2.63542 -2.40707 0.88095 -0.419
H -2.17196 -0.47747 2.56400 0.143
H -0.70794 -1.57708 0.32633 0.411
H -3.55494 -1.84508 1.02134 0.197
H -2.77468 -3.29964 1.51299 0.190
H -2.65453 -2.83862 -0.12795 0.215
O 2.86672 1.98579 -2.72582 -0.974
H 3.78905 1.91064 -2.88026 0.469
H 2.67043 2.47005 -1.91494 0.499
O 0.56272 -1.32943 -1.43374 -0.951
H 0.89870 -0.75492 -2.11001 0.486
H 0.98413 -1.03425 -0.62180 0.470
O 1.71146 2.62002 -0.02091 -0.952
H 1.33131 1.74202 0.02239 0.483
H 0.92562 3.13051 0.14243 0.473
```

Most stable: b) (next structure +34.2 kcal/mol)